(1)
This record from the OMol25 dataset describes C63H63CaGeIN4O4P2SSe2 as an isolated structure. The level of theory is wB97M-V/def2-TZVPD.

As for the net charge: -2. As for the HOMO-LUMO gap: 4.876 eV. Its multiplicity is 1. The calculation puts the LUMO energy at 3.2 eV. Its strongest force on any atom is 1.53 eV/Å.

Structure (XYZ):
```
142
C63H63CaGeIN4O4P2SSe2 | the OMol25 dataset | wB97M-V/def2-TZVPD
Ca -1.5308 0.3468 0.1938
O 2.4131 -2.2911 0.6959
S 2.1381 -0.9639 0.0203
C 2.8062 -0.0975 2.1298
C 3.6710 -0.8248 2.9600
C 3.7221 -0.6771 4.3375
C 2.8681 0.2261 4.9620
C 1.9890 0.9623 4.1869
C 1.9584 0.8003 2.7936
P 0.7845 1.8057 1.7876
C 1.8452 3.2566 1.3790
C 3.2291 3.1281 1.2877
C 4.0169 4.2021 0.8933
C 3.4386 5.4220 0.5790
C 2.0590 5.5623 0.6651
C 1.2726 4.4903 1.0558
C -0.3113 2.4889 3.1087
C -1.3620 1.6644 3.5089
C -2.2154 2.0290 4.5381
C -2.0327 3.2403 5.1903
C -0.9897 4.0727 4.8058
C -0.1334 3.6975 3.7792
C 3.7093 -0.2759 -0.5691
C 4.8404 -0.9098 -0.0780
C 6.0956 -0.3476 -0.2246
C 6.2122 0.9048 -0.8128
C 5.0874 1.5253 -1.3328
C 3.8284 0.9243 -1.2795
P 2.3677 1.5974 -2.1692
C 2.8978 3.2706 -2.7437
C 3.9692 3.5044 -3.6094
C 4.2367 4.7783 -4.0787
C 3.4255 5.8446 -3.7044
C 2.3434 5.6219 -2.8711
C 2.0826 4.3410 -2.3984
C 2.6025 0.7593 -3.7975
C 3.6412 -0.1180 -4.0900
C 3.7490 -0.6832 -5.3543
C 2.8145 -0.3878 -6.3345
C 1.7695 0.4808 -6.0458
C 1.6668 1.0519 -4.7887
H 4.3247 -1.5681 2.5055
H 4.4146 -1.2698 4.9286
H 2.8743 0.3446 6.0393
H 1.3080 1.6432 4.6844
H 3.6938 2.1766 1.5208
H 5.0912 4.0756 0.8264
H 4.0545 6.2538 0.2598
H 1.5903 6.5083 0.4197
H 0.1992 4.6185 1.1193
H -1.5099 0.7044 3.0266
H -3.0227 1.3646 4.8202
H -2.6920 3.5291 6.0002
H -0.8316 5.0154 5.3165
H 0.6873 4.3498 3.5118
H 4.6992 -1.8487 0.4396
H 6.9703 -0.8648 0.1507
H 7.1735 1.4006 -0.8658
H 5.1876 2.5103 -1.7692
H 4.5800 2.6726 -3.9404
H 5.0694 4.9399 -4.7526
H 3.6315 6.8411 -4.0754
H 1.6909 6.4399 -2.5923
H 1.2218 4.1678 -1.7704
H 4.3711 -0.3763 -3.3312
H 4.5610 -1.3694 -5.5637
H 2.8875 -0.8472 -7.3122
H 1.0188 0.6981 -6.7947
H 0.8398 1.7136 -4.5623
N -9.0530 6.8613 3.8848
C -8.2584 6.1175 3.5123
C -7.2654 5.1884 3.0444
C -5.9851 5.2003 3.5952
C -5.0244 4.3278 3.1165
C -5.3324 3.4294 2.0981
C -6.6193 3.4084 1.5674
C -7.5822 4.2879 2.0285
C -4.2765 2.5256 1.5598
C -4.4042 1.1738 1.8655
C -5.3938 0.6114 2.7321
C -5.1745 -0.7409 2.7571
C -4.0613 -0.9695 1.9034
N -3.5920 0.1504 1.3811
C -3.2859 3.1554 0.7975
C -3.2829 4.5070 0.3503
C -2.1507 4.6623 -0.4183
C -1.4958 3.4079 -0.3924
N -2.1595 2.5152 0.3220
H -5.7503 5.8943 4.3910
H -4.0229 4.3304 3.5280
H -6.8529 2.7004 0.7834
H -8.5780 4.2870 1.6067
H -6.1553 1.1636 3.2602
H -5.7270 -1.4956 3.2922
H -3.6381 -1.9331 1.6441
H -4.0442 5.2434 0.5525
H -1.8194 5.5484 -0.9362
H -0.5637 3.1389 -0.8708
O -1.5753 -2.2529 -4.5954
C -2.2314 -2.7323 -3.4282
C -3.5424 -1.9908 -3.1304
C -4.5748 -2.5008 -4.1420
O -5.7598 -1.7061 -4.2406
C -3.3869 -0.4682 -3.3158
Se -1.7575 0.4458 -2.6262
C -4.0360 -2.2784 -1.7109
Se -3.9448 -4.1485 -1.0731
H -1.2014 -1.3928 -4.3375
H -1.5732 -2.6566 -2.5592
H -2.4410 -3.7923 -3.5833
H -4.8374 -3.5297 -3.8688
H -4.1282 -2.5024 -5.1374
H -6.0937 -1.5920 -3.3439
H -4.2406 0.0387 -2.8657
H -3.3985 -0.2440 -4.3818
H -5.0862 -1.9805 -1.6257
H -3.4866 -1.6395 -1.0143
N -0.9470 -3.3661 1.5782
C -0.4475 -2.2455 2.0431
O -0.6597 -1.1264 1.5364
C 0.4105 -2.3397 3.2763
I -0.8347 -1.9909 4.9856
H -1.5920 -3.4407 0.7600
H -0.7226 -4.2360 2.0307
H 1.1676 -1.5658 3.2747
H 0.8553 -3.3204 3.4056
C 1.7130 -3.9329 -3.8634
Ge 2.1129 -3.5561 -1.9694
C 4.0331 -3.9406 -1.7854
C 1.1324 -4.8989 -0.9355
C 1.5255 -1.7242 -1.5999
H 2.0708 -4.9284 -4.1371
H 2.1901 -3.2003 -4.5153
H 0.6395 -3.8843 -4.0463
H 4.2036 -4.9611 -2.1355
H 4.3427 -3.8682 -0.7473
H 4.6414 -3.2645 -2.3876
H 1.4880 -5.8939 -1.2133
H 0.0632 -4.8401 -1.1487
H 1.3006 -4.7420 0.1288
H 0.4478 -1.7779 -1.4268
H 1.6596 -1.0820 -2.4671
```

(2)
This record from the OMol25 dataset describes a 10-piece molecular cluster, C63H66F9N4O overall. The level of theory is wB97M-V/def2-TZVPD.

As for the net charge: +1. As for the HOMO-LUMO gap: 7.440 eV. Its multiplicity is 1. The calculation puts the LUMO energy at -2.6 eV. Its strongest force on any atom is 2.45 eV/Å.

Structure (XYZ):
```
143
C63H66F9N4O | the OMol25 dataset | wB97M-V/def2-TZVPD
N 2.2376 -1.2586 -0.6108
C 1.3156 -0.1390 -0.8887
C 0.2946 -0.0069 0.2505
C -0.9866 0.7535 -0.1355
N -2.0410 -0.1416 -0.6218
C -3.3009 0.1397 -0.3441
N -3.7947 0.2325 0.8587
N -3.9864 0.2727 -1.4768
C -3.4056 -0.7422 -2.3664
C -1.9088 -0.8037 -1.9064
C -1.5156 -2.2890 -1.8708
C -1.7885 -3.0043 -0.5528
C -0.8820 -4.2311 -0.4051
O -0.5129 -4.2886 0.9743
H 2.4847 -1.1391 0.3660
H 1.7422 -2.1399 -0.6889
H 1.9064 0.7676 -0.9344
H 0.8340 -0.2851 -1.8475
H 0.7654 0.5842 1.0282
H 0.0699 -0.9745 0.6770
H -0.7162 1.4922 -0.8849
H -1.3217 1.2557 0.7599
H -3.3067 -0.2306 1.6112
H -4.6651 0.6984 1.0784
H -4.9992 0.2620 -1.4167
H -3.8266 -1.6866 -2.0256
H -3.6000 -0.6146 -3.4120
H -1.3720 -0.2528 -2.6660
H -0.4914 -2.4035 -2.1987
H -2.1178 -2.7755 -2.6287
H -1.5919 -2.3944 0.3153
H -2.8139 -3.3454 -0.5234
H 0.0251 -4.0875 -0.9827
H -1.4214 -5.1239 -0.6945
H -0.2011 -5.1858 1.1589
F 8.1501 1.9736 -2.3388
C 6.8593 1.7743 -2.6719
C 6.2920 2.5710 -3.6458
C 4.9663 2.3625 -3.9944
C 4.2299 1.3712 -3.3602
C 4.8170 0.5817 -2.3790
C 6.1460 0.7806 -2.0335
H 6.8852 3.3414 -4.1214
H 4.5088 2.9707 -4.7595
H 3.1939 1.2134 -3.6338
H 4.2347 -0.1853 -1.8867
H 6.6275 0.1729 -1.2784
F 5.5338 -2.1892 1.0856
C 5.1143 -3.3856 1.5426
C 6.0439 -4.3003 1.9924
C 5.6035 -5.5267 2.4690
C 4.2477 -5.8247 2.4807
C 3.3294 -4.8922 2.0202
C 3.7623 -3.6612 1.5509
H 7.0968 -4.0518 1.9707
H 6.3202 -6.2506 2.8330
H 3.9094 -6.7837 2.8511
H 2.2724 -5.1213 2.0265
H 3.0641 -2.9187 1.1985
F 5.8749 -9.9767 3.3405
C 4.5948 -10.3810 3.4500
C 3.9011 -10.7307 2.3087
C 2.5839 -11.1491 2.4256
C 1.9770 -11.2039 3.6727
C 2.6905 -10.8438 4.8072
C 4.0109 -10.4329 4.6999
H 4.3906 -10.6752 1.3452
H 2.0310 -11.4342 1.5407
H 0.9488 -11.5291 3.7599
H 2.2190 -10.8835 5.7798
H 4.5866 -10.1564 5.5733
F -6.6136 2.3994 1.3261
C -7.5071 2.2104 0.3214
C -7.4759 3.0516 -0.7723
C -8.3859 2.8534 -1.8016
C -9.3163 1.8273 -1.7169
C -9.3349 0.9953 -0.6063
C -8.4210 1.1809 0.4212
H -6.7492 3.8532 -0.8142
H -8.3699 3.5018 -2.6666
H -10.0291 1.6778 -2.5161
H -10.0646 0.2006 -0.5367
H -8.4177 0.5387 1.2929
F 12.5663 1.7443 -7.5678
C 12.3052 1.9067 -6.2560
C 13.3333 2.2613 -5.4063
C 13.0590 2.4314 -4.0574
C 11.7711 2.2381 -3.5769
C 10.7524 1.8778 -4.4476
C 11.0170 1.7142 -5.7998
H 14.3314 2.4004 -5.8000
H 13.8532 2.7155 -3.3802
H 11.5612 2.3684 -2.5235
H 9.7509 1.7235 -4.0733
H 10.2359 1.4407 -6.4969
F -11.9053 3.0613 0.3878
C -11.6839 4.3423 0.7483
C -10.3899 4.7558 0.9890
C -10.1609 6.0736 1.3558
C -11.2259 6.9534 1.4858
C -12.5222 6.5175 1.2437
C -12.7565 5.2028 0.8663
H -9.5743 4.0514 0.8903
H -9.1509 6.4131 1.5420
H -11.0460 7.9790 1.7787
H -13.3528 7.2017 1.3512
H -13.7577 4.8446 0.6660
F 6.3412 -2.5340 9.0330
C 6.1185 -2.2872 7.7292
C 5.8860 -0.9886 7.3227
C 5.6610 -0.7375 5.9774
C 5.6624 -1.7818 5.0628
C 5.8944 -3.0808 5.4933
C 6.1295 -3.3392 6.8356
H 5.8831 -0.1902 8.0528
H 5.4852 0.2762 5.6429
H 5.4841 -1.5829 4.0134
H 5.8920 -3.8945 4.7810
H 6.3206 -4.3432 7.1906
F 3.2805 3.4174 -6.6246
C 4.0626 3.7405 -7.6809
C 3.6284 3.4342 -8.9533
C 4.4320 3.7693 -10.0328
C 5.6540 4.3939 -9.8255
C 6.0727 4.6893 -8.5361
C 5.2709 4.3654 -7.4518
H 2.6757 2.9406 -9.0925
H 4.1033 3.5418 -11.0376
H 6.2795 4.6504 -10.6697
H 7.0261 5.1729 -8.3727
H 5.5761 4.5950 -6.4391
F -10.2323 6.4358 5.7726
C -11.5055 6.0389 5.9762
C -12.2622 5.6371 4.8951
C -13.5691 5.2246 5.1056
C -14.1030 5.2286 6.3869
C -13.3259 5.6412 7.4606
C -12.0145 6.0462 7.2587
H -11.8304 5.6477 3.9024
H -14.1712 4.9002 4.2671
H -15.1243 4.9103 6.5483
H -13.7414 5.6487 8.4591
H -11.3904 6.3644 8.0833
```